<i>
{
  "formula": "C8H12N2",
  "method": "ωB97M-V/def2-TZVPD",
  "species": ["C", "C", "C", "C", "C", "C", "C", "C", "N", "N", "H", "H", "H", "H", "H", "H", "H", "H", "H", "H", "H", "H"],
  "positions_angstrom": [[1.299, 1.694, -0.353], [2.309, 0.857, -0.678], [-0.979, -0.754, 0.325], [0.224, -0.424, -0.152], [-1.198, 0.825, 0.416], [-2.044, -1.792, 0.428], [-2.275, 1.429, -0.428], [2.725, -1.317, 0.255], [0.157, 0.929, -0.086], [2.018, -0.577, -0.710], [1.256, 2.769, -0.307], [3.216, 1.117, -1.165], [-1.179, 1.033, 1.530], [-1.683, -2.774, 0.883], [-2.440, -2.095, -0.484], [-2.835, -1.494, 1.074], [-2.620, 2.254, 0.144], [-3.149, 0.782, -0.675], [-1.929, 1.808, -1.376], [2.571, -2.356, 0.074], [3.871, -1.077, 0.050], [2.687, -0.836, 1.235]],
  "mulliken_charge": [-0.24, -0.62, 0.11, -0.08, 0.44, -1.58, -1.34, -0.90, 0.13, -0.26, 0.45, 0.44, 0.40, 0.35, 0.33, 0.39, 0.34, 0.30, 0.38, 0.34, 0.28, 0.36],
  "mol_weight_g_mol": 136.198,
  "homo_lumo_gap_ev": 7.854,
  "homo_energy_ev": -6.86
}

***

<ii>
{
  "formula": "C8H12N2",
  "method": "ωB97M-V/def2-TZVPD",
  "species": ["C", "C", "C", "C", "C", "C", "C", "C", "N", "N", "H", "H", "H", "H", "H", "H", "H", "H", "H", "H", "H", "H"],
  "positions_angstrom": [[1.465, -1.543, 0.893], [-0.891, 0.908, -0.690], [-0.317, 1.090, 1.857], [0.019, 1.420, 0.418], [0.279, -1.143, 0.237], [0.416, 0.227, -0.392], [-0.606, -2.284, -0.192], [1.571, 0.319, -1.321], [2.411, -2.023, 1.386], [-0.964, -0.151, 1.960], [-1.795, 0.361, -0.514], [-0.963, 1.455, -1.606], [0.692, 1.336, 2.456], [-1.018, 1.927, 2.202], [0.425, 2.358, 0.225], [-0.795, -2.823, 0.693], [-0.073, -2.931, -0.841], [-1.617, -1.971, -0.565], [2.356, -0.063, -0.774], [1.480, 1.349, -1.623], [1.430, -0.143, -2.332], [-0.808, -0.439, 2.950]],
  "mulliken_charge": [0.24, -0.98, -0.67, -0.45, 0.48, 1.21, -1.47, -1.54, -0.60, -0.52, 0.24, 0.33, 0.28, 0.41, 0.49, 0.44, 0.39, 0.32, 0.50, 0.42, 0.24, 0.23],
  "mol_weight_g_mol": 136.198,
  "homo_lumo_gap_ev": [7.833, 8.834],
  "homo_energy_ev": [-8.31, -9.29]
}

***

Short version: <i> is the least stable of them.

***

<i>
{
  "formula": "CH5N2O",
  "method": "ωB97M-V/def2-TZVPD",
  "species": ["N", "C", "N", "O", "H", "H", "H", "H", "H"],
  "positions_angstrom": [[0.688, 0.108, 0.111], [-0.277, 0.104, -1.073], [-1.518, 0.641, -1.258], [-1.304, -0.794, -0.865], [0.316, 0.311, 1.059], [1.423, 0.829, 0.057], [1.112, -0.762, 0.245], [0.265, -0.183, -1.921], [-1.973, 0.972, -0.415]],
  "mulliken_charge": [-0.35, 0.15, -0.34, -0.28, 0.38, 0.38, 0.35, 0.42, 0.29],
  "mol_weight_g_mol": 61.064,
  "smiles": "[NH3+][C@@H]1NO1",
  "homo_lumo_gap_ev": 11.436,
  "homo_energy_ev": -15.79,
  "charge": 1
}

***

<ii>
{
  "formula": "CH5N2O",
  "method": "ωB97M-V/def2-TZVPD",
  "species": ["N", "C", "N", "O", "H", "H", "H", "H", "H"],
  "positions_angstrom": [[-0.910, -0.204, 0.445], [0.279, 0.491, -0.184], [1.328, 0.134, -0.952], [1.498, 0.359, 0.460], [-1.786, -0.239, -0.124], [-1.176, 0.146, 1.345], [-0.754, -1.272, 0.584], [0.089, 1.661, -0.295], [1.431, -1.076, -1.279]],
  "mulliken_charge": [-0.36, 0.12, -0.39, -0.23, 0.39, 0.36, 0.42, 0.34, 0.35],
  "mol_weight_g_mol": 61.064,
  "smiles": "[NH3+][C@@H]1NO1",
  "homo_lumo_gap_ev": 10.810,
  "homo_energy_ev": -15.25,
  "charge": 1
}

***

Short version: <ii> is the least stable of them.

***

<i>
{
  "formula": "C3H3F3S",
  "method": "ωB97M-V/def2-TZVPD",
  "species": ["C", "C", "C", "F", "F", "F", "S", "H", "H", "H"],
  "positions_angstrom": [[0.139, 0.655, 0.017], [-1.260, 0.151, -0.190], [1.081, -0.430, 0.307], [0.891, -1.352, 1.222], [2.304, -0.067, 0.298], [0.846, -1.307, -1.088], [0.608, 2.183, 0.238], [-1.342, -0.026, -1.199], [-1.313, -0.752, 0.318], [-1.954, 0.945, 0.076]],
  "mulliken_charge": [0.12, -1.05, 0.89, -0.20, -0.20, -0.41, -0.18, 0.32, 0.35, 0.36],
  "mol_weight_g_mol": 128.118,
  "homo_lumo_gap_ev": 8.389,
  "homo_energy_ev": -9.71
}

***

<ii>
{
  "formula": "C3H3F3S",
  "method": "ωB97M-V/def2-TZVPD",
  "species": ["C", "C", "S", "C", "F", "F", "F", "H", "H", "H"],
  "positions_angstrom": [[0.199, 0.715, 1.079], [0.603, -0.385, 0.057], [1.890, -1.309, 0.087], [-0.491, -0.471, -1.111], [-0.851, 0.753, -1.467], [-1.608, -1.075, -0.621], [-0.144, -1.050, -2.210], [1.093, 1.183, 1.502], [-0.452, 1.514, 0.801], [-0.240, 0.124, 1.883]],
  "mulliken_charge": [-1.03, 0.17, -0.20, 0.85, -0.26, -0.26, -0.23, 0.34, 0.33, 0.29],
  "mol_weight_g_mol": 128.118,
  "smiles": "CC(=S)C(F)(F)F",
  "homo_lumo_gap_ev": 8.724,
  "homo_energy_ev": -9.45
}

***

Short version: <i> is the least stable of them.

***

<i>
{
  "formula": "B2CsF8",
  "method": "ωB97M-V/def2-TZVPD",
  "species": ["Cs", "B", "F", "F", "F", "F", "B", "F", "F", "F", "F"],
  "positions_angstrom": [[-6.869, -3.379, 1.430], [-10.078, -1.270, 4.669], [-9.841, -0.820, 3.377], [-11.118, -2.205, 4.714], [-8.952, -1.820, 5.165], [-10.372, -0.190, 5.420], [-1.589, -4.233, 0.144], [-2.254, -3.614, 1.084], [-0.881, -3.370, -0.640], [-0.678, -5.089, 0.722], [-2.474, -5.007, -0.541]],
  "mulliken_charge": [1.00, 0.58, -0.42, -0.41, -0.38, -0.38, 0.57, -0.35, -0.40, -0.42, -0.41],
  "mol_weight_g_mol": 306.513,
  "homo_lumo_gap_ev": 8.860,
  "homo_energy_ev": -8.03,
  "charge": -1
}

***

<ii>
{
  "formula": "B2CsF8",
  "method": "ωB97M-V/def2-TZVPD",
  "species": ["Cs", "B", "F", "F", "F", "F", "B", "F", "F", "F", "F"],
  "positions_angstrom": [[0.168, 1.073, 0.124], [-1.784, 0.558, -2.374], [-0.436, 0.575, -2.822], [-2.013, 1.742, -1.632], [-2.661, 0.431, -3.435], [-1.905, -0.529, -1.461], [1.735, -0.779, 2.334], [2.587, -1.439, 3.219], [0.487, -1.431, 2.224], [1.507, 0.541, 2.785], [2.316, -0.743, 1.038]],
  "mulliken_charge": [1.08, 0.50, -0.40, -0.39, -0.36, -0.39, 0.50, -0.38, -0.37, -0.39, -0.40],
  "mol_weight_g_mol": 306.513,
  "homo_lumo_gap_ev": 11.216,
  "homo_energy_ev": -9.03,
  "charge": -1
}

***

Short version: <i> is the least stable of them.